{
  "formula": "C33H38BrFeIN3O2Sb2",
  "method": "wB97M-V/def2-TZVPD",
  "symbols": ["H", "Sb", "H", "H", "C", "H", "C", "H", "N", "C", "H", "C", "C", "H", "C", "C", "C", "H", "Br", "H", "C", "C", "C", "H", "H", "H", "H", "C", "Sb", "H", "H", "H", "H", "H", "H", "C", "H", "C", "H", "H", "C", "Fe", "H", "C", "C", "H", "C", "H", "H", "I", "H", "O", "C", "H", "C", "C", "C", "H", "H", "O", "C", "H", "N", "H", "C", "H", "C", "H", "C", "C", "C", "C", "C", "N", "H", "H", "C", "C", "H", "C", "H"],
  "coordinates": [[-2.97536, 1.47899, 2.15842], [-0.22212, -2.98143, -0.70156], [1.77342, 4.19265, 5.72138], [1.09886, -4.40234, 1.17238], [1.74963, 3.57317, 4.83515], [0.77316, -2.72127, -3.20270], [1.70186, 1.14572, 1.29748], [5.66523, 0.01647, -2.06608], [1.54544, 1.99535, 0.09952], [-0.04125, -3.31045, -2.78975], [3.64642, 2.65237, 5.23457], [-2.69266, -5.84959, 2.84405], [-2.03567, -4.12898, -0.45066], [-4.33730, -2.95509, 3.42639], [0.00983, 6.37551, -5.03078], [-3.51366, -2.04627, 1.05595], [2.34063, -0.16973, -2.61683], [2.67711, 0.64671, 1.22695], [-1.46723, 0.09911, -2.32946], [2.00197, 5.74547, -4.54186], [2.76491, 1.92730, 3.42194], [-2.51897, -4.37095, 0.93705], [1.68597, 1.98900, 2.54444], [-0.16273, 4.32341, 4.18079], [3.95972, 0.59478, -3.77735], [1.04446, -5.29059, -0.37055], [1.30710, 3.50042, -3.81504], [-0.79104, 3.85668, -4.17616], [-1.75974, -0.85284, 1.54949], [-1.67362, -6.33964, 1.02930], [-1.21755, -1.98146, 3.89220], [1.45029, 2.98158, 0.31461], [-3.83061, -5.11421, 4.50888], [0.15059, -4.36994, -2.95119], [-2.78459, -3.63899, -1.07381], [4.21204, -0.87227, -0.74374], [0.30238, -1.62151, 3.02264], [-1.32874, 6.01475, -5.09733], [-2.46833, -6.80034, 3.30808], [-2.05442, 2.08906, -4.31186], [1.21253, -4.32027, 0.09356], [0.15837, -0.35084, -0.40607], [-0.97318, -3.02857, -3.27688], [-0.79099, 1.87490, -2.66789], [0.55975, 4.21706, -4.13301], [2.51345, -1.68969, 0.26172], [2.86188, -1.16254, -0.62028], [0.45593, 3.36024, -1.71974], [-0.57317, 2.16836, 1.52606], [5.51656, -1.38374, 0.77621], [1.57063, 0.11425, -3.32410], [0.70688, 0.14082, 1.29693], [-1.72924, 4.75542, -4.68635], [-4.33180, -1.51949, 1.54449], [4.62314, -0.22581, -1.90618], [-3.45399, -4.90496, 3.51717], [0.66175, 3.65337, 3.98004], [2.21663, -3.97350, -0.14019], [-1.62529, 1.17147, 3.28500], [-0.45591, 2.99780, 2.00307], [-0.69721, -2.03882, 2.93733], [-0.66940, -3.07745, 2.61161], [0.60365, 1.54165, -0.76099], [-3.64475, -1.98950, -0.02110], [0.63386, 2.86098, 2.84528], [-2.06028, 6.71273, -5.48043], [-3.27531, -3.40927, 1.62358], [-2.77200, 4.47104, -4.74979], [0.14760, 2.31952, -1.66959], [-1.25661, 2.53924, -3.73080], [0.95528, 5.47412, -4.56005], [-2.23890, -5.58432, 1.56276], [3.67182, 0.10581, -2.85781], [1.92967, -0.79654, -1.50834], [0.32066, 7.35592, -5.36522], [3.58995, 1.26068, 3.19784], [2.80068, 2.70944, 4.56386], [-2.46982, 0.72979, 2.76241], [-1.77557, -5.07194, -0.93427], [-3.73851, -3.69473, 2.90688], [-3.16416, 0.30677, 3.48832]],
  "total_charge": 2,
  "lumo_energy_ev": [-6.38, -6.82],
  "de_lowest_kcal_mol": 0.0,
  "spin_multiplicity": 2,
  "s2": 0.860,
  "homo_lumo_gap_ev": [6.9, 6.5]
}


{
  "formula": "C33H38BrN5O3Pb",
  "method": "wB97M-V/def2-TZVPD",
  "symbols": ["H", "H", "H", "C", "C", "C", "H", "N", "H", "H", "H", "C", "H", "H", "O", "H", "H", "H", "C", "H", "H", "H", "O", "H", "H", "H", "H", "C", "Br", "H", "H", "C", "C", "H", "C", "H", "N", "O", "H", "H", "H", "H", "H", "C", "H", "H", "H", "C", "H", "C", "C", "C", "C", "C", "H", "H", "C", "C", "C", "H", "C", "Pb", "C", "C", "C", "N", "H", "C", "C", "C", "H", "H", "C", "C", "C", "C", "C", "N", "C", "N", "C"],
  "coordinates": [[-1.48780, -4.67789, -0.13265], [-0.05884, -4.66078, 1.90410], [-1.89209, 0.52254, 1.71303], [1.25908, -4.73800, -0.70684], [-0.71671, 3.53795, 4.55489], [0.31192, -1.40972, 2.16968], [2.44911, 4.65844, 4.14969], [0.45546, -1.55932, 0.79246], [4.03810, 3.21857, 0.63471], [-1.19717, -4.61348, -1.87514], [-3.44981, 2.96601, -2.18558], [-2.07249, 1.76921, 3.51100], [-1.85119, -0.35074, 4.03260], [-1.84066, -3.18891, -1.03133], [1.51019, -2.03532, -7.00272], [-1.62785, 3.80820, 5.07233], [0.39222, 5.17594, 5.38018], [4.67408, 1.37149, 2.45193], [0.80447, 0.43783, -3.78549], [-2.79898, 2.52245, 3.81794], [4.25826, -1.05838, -4.34610], [-3.47597, 1.23005, 1.97515], [-1.39638, 1.85434, -1.19667], [4.51596, -1.10621, -6.62801], [3.13914, 0.59877, 2.06520], [0.32256, -0.15236, -5.79790], [2.50257, 2.40577, 0.37997], [2.48556, -1.51214, -6.51004], [-6.92213, -1.47277, -1.37255], [3.68593, 3.44514, 2.97378], [-0.06383, -2.85703, 3.86123], [-3.53005, 0.89061, -1.59486], [0.08418, -3.59632, 1.81575], [-2.16490, 2.24683, 1.39050], [3.01331, 2.74672, 2.47370], [3.87296, -2.14616, -7.84372], [0.61811, 0.96186, 2.31527], [-1.55697, -0.34490, -1.07844], [3.51600, 1.04912, 3.73824], [1.25035, -5.22808, -1.67900], [2.52235, 4.10621, 0.84533], [-7.24621, 1.36655, -2.25677], [0.16053, -0.26371, 3.93226], [0.50015, 2.10945, 3.02336], [0.96676, -5.47263, 0.04269], [-3.96264, -1.14484, -1.07907], [-0.01890, -1.77686, -1.96785], [-6.19254, 1.19900, -2.06817], [0.60459, -3.16628, -2.84926], [-0.72229, 2.44121, 3.71984], [0.67166, -2.61923, -1.90990], [3.01253, 3.14444, 0.99506], [1.65754, 2.97736, 3.12402], [-2.07174, 0.79728, -1.28268], [2.27834, -4.41398, -0.49037], [-1.87010, 0.73985, 5.43521], [3.26729, -0.64188, -4.22771], [1.57778, 4.03452, 4.00061], [2.91253, -0.06917, -3.01899], [-3.35587, 0.38521, 4.55872], [0.33098, -0.20045, 2.86028], [0.62638, 0.58820, -0.43340], [0.29539, -3.53275, -0.75586], [-2.40643, 1.42095, 2.05966], [0.08077, -2.69437, 2.80451], [1.69533, 0.42468, -2.78711], [3.62018, -0.02389, -2.19780], [1.07027, -0.12559, -5.01755], [-4.36953, -0.19782, -1.40695], [3.61216, 1.35175, 2.69379], [-0.15859, 0.89100, -3.57622], [1.69507, -2.26146, -1.79432], [-4.07743, 2.09811, -2.02813], [0.31029, -2.85730, 0.55662], [-5.72284, -0.04349, -1.63957], [-1.15952, -4.03694, -0.95151], [0.41744, 4.32130, 4.71675], [-5.37254, 2.21730, -2.25488], [2.31186, -0.71091, -5.23509], [3.73975, -1.62919, -6.98930], [-2.28644, 0.55904, 4.44347]],
  "total_charge": 2,
  "lumo_energy_ev": [-9.44, -8.86],
  "de_lowest_kcal_mol": 10.0,
  "homo_lumo_gap_ev": [3.7, 4.3]
}


{
  "formula": "C33H38FeN5O6",
  "method": "wB97M-V/def2-TZVPD",
  "symbols": ["H", "C", "C", "H", "H", "C", "O", "H", "C", "H", "H", "C", "H", "H", "C", "H", "H", "H", "C", "C", "H", "C", "H", "H", "C", "C", "H", "H", "H", "H", "H", "C", "N", "H", "H", "C", "H", "C", "C", "H", "C", "O", "C", "C", "C", "O", "C", "H", "C", "H", "H", "C", "C", "O", "H", "H", "H", "C", "N", "C", "N", "Fe", "H", "C", "C", "H", "O", "C", "C", "C", "O", "H", "C", "N", "H", "H", "C", "H", "H", "H", "N", "H", "C"],
  "coordinates": [[-5.37645, -0.07207, 0.49235], [-2.45420, -1.31640, 4.99652], [-0.48054, 3.28668, -0.86566], [3.47187, -0.23029, 2.25924], [-2.45305, -4.41889, 3.57432], [5.00634, -3.04137, -1.42770], [-1.94418, 1.33569, 5.19986], [-1.19200, 3.92142, 1.86280], [-2.05905, 5.15376, -0.31881], [-5.08699, -1.56611, -2.49038], [-1.36823, 2.24484, 1.41256], [1.28751, 3.24518, -2.25534], [-2.16786, 5.47247, -1.35849], [6.27555, -1.97421, -0.07812], [4.85656, 0.15564, 0.61241], [-2.70483, 1.83879, -0.98308], [5.72543, -0.23859, 1.14458], [2.09937, -2.53819, -4.44823], [-1.49550, -3.35866, 1.47947], [1.36240, -2.93628, -3.74876], [3.52586, -3.89910, -2.71298], [-2.73193, -0.67410, -1.46620], [1.54094, -4.00844, -3.63627], [2.05271, 3.48335, -2.98386], [5.33247, 1.34905, -0.22873], [-2.07645, -0.40815, 0.74279], [5.82717, 2.08916, 0.40706], [2.82231, 1.00351, -2.41671], [-3.58962, 0.00134, 2.25545], [3.00551, 1.14370, 1.25358], [-1.24501, 5.72407, 0.13470], [-4.33127, -0.23713, 0.25975], [0.09488, 2.09785, -0.65757], [5.73508, -3.82063, -1.61849], [-6.06164, -0.39252, -1.57078], [0.51283, -2.90802, -1.40673], [-3.88499, 3.07672, -0.48073], [3.76459, -3.08180, -2.04146], [-2.70133, -2.66214, 4.82115], [6.03720, 1.03430, -1.00230], [-1.71869, -0.58566, 4.01320], [-2.51380, -0.90456, -2.62938], [5.30652, -2.00137, -0.56673], [-1.79931, 3.65281, -0.21277], [3.85619, 0.61471, 1.67963], [0.60729, -2.29468, -0.09804], [2.82451, -2.07966, -1.81512], [0.37088, -2.80754, -4.18797], [1.42971, -2.20099, -2.41315], [-3.23932, -3.20657, 5.58914], [4.35897, 1.29422, 2.37341], [-5.09886, -0.57865, -2.03789], [-1.32065, -1.26107, 2.84635], [-1.01642, -0.45417, 1.66550], [4.48407, 1.84191, -0.71420], [-4.91167, 0.15312, -2.81839], [-2.78365, -0.77605, 5.87068], [3.15178, -1.02115, -0.93857], [-4.04994, -0.48874, -1.01531], [-2.91443, 2.91088, -0.96528], [2.21212, 0.02595, -0.68363], [0.19969, 0.04801, -0.35916], [1.51925, -2.42996, 0.19656], [-3.37085, -0.19004, 1.21415], [1.19418, 2.05843, -1.52118], [-2.81599, 3.24615, 1.66803], [-1.42962, -4.08303, 0.58244], [0.22802, 4.03592, -1.82967], [-2.27050, -3.35920, 3.69658], [-1.79763, 3.23749, 1.26447], [-0.59464, 1.31125, 3.45188], [0.77678, -3.96423, -1.31727], [2.12209, 0.97643, -1.57724], [-1.38591, 0.73732, 4.24609], [-2.98515, 5.40371, 0.20761], [-0.09919, -0.78910, 1.03129], [-1.63377, -2.63420, 2.61894], [1.01854, -1.20600, -2.57024], [-2.97828, 3.25424, -2.00109], [0.00254, 5.04483, -2.14567], [-1.73442, -0.59920, -0.49645], [-0.52776, -2.82656, -1.71674], [4.39591, -0.97948, -0.29605]],
  "total_charge": 0,
  "lumo_energy_ev": [-0.78, -0.82],
  "de_lowest_kcal_mol": 215.6,
  "spin_multiplicity": 6,
  "s2": 8.914,
  "homo_lumo_gap_ev": [4.8, 6.3]
}